Here is a single C5H10O2 molecule from OMol25. Energies are from the ωB97M-V functional and the def2-TZVPD basis.

The geometry in XYZ format:
```
17
Properties=species:S:1:pos:R:3:forces:R:3:lowdin_charge:R:1
C 2.055734 0.790965 -0.196713 0.07 0.01 0.28 -0.066
O 1.123846 -0.190003 -0.632996 -0.14 -0.14 0.18 -0.191
C 0.313336 -1.024568 0.200557 0.23 0.04 -0.08 -0.244
C -0.476386 -0.629171 1.427315 0.19 0.20 0.07 -0.055
C -1.181282 -0.832450 0.104731 0.05 0.15 -0.20 -0.188
C -1.598588 0.472142 -0.597326 -0.19 -0.11 0.45 -0.235
O -0.973148 0.651565 -1.840095 0.08 -0.01 -0.17 -0.071
H 3.006634 0.635107 -0.725783 -0.27 -0.12 0.18 0.090
H 2.228050 0.734632 0.877981 -0.01 0.00 0.04 0.090
H 1.706821 1.802762 -0.458868 -0.10 -0.31 0.15 0.094
H 0.719517 -2.034849 0.190547 -0.24 0.13 0.05 0.146
H -0.569377 -1.347270 2.244560 0.13 0.08 -0.40 0.105
H -0.457481 0.401339 1.769053 0.12 -0.09 -0.05 0.102
H -1.829387 -1.699583 -0.053349 0.39 0.24 0.07 0.140
H -2.684114 0.501080 -0.756601 0.23 -0.08 0.04 0.121
H -1.355703 1.300648 0.091291 -0.06 -0.03 -0.21 0.113
H -0.028478 0.467655 -1.644307 -0.48 0.05 -0.41 0.050
```
Positions in Å, forces in eV/Å.

Computed properties:
- HOMO-LUMO gap: 10.7 eV
- Lowest unoccupied orbital energy: 0.94 eV
- Energy relative to the best compared isomer or geometry (same formula, charge and spin): 69.0 kcal/mol
- Charge: 0
- Calculated total energy: -346.91552 Ha